[1]
9
Properties=species:S:1:pos:R:3:nbo_charge:R:1 method="wB97M-V/def2-TZVPD" smiles="P#P=S.C=C" e_tot_ev=-31549.087 fmax_ev_per_a=2.448 e_above_lowest_kcal_mol=50.20 lumo_ev=-0.9 homo_lumo_gap_ev=8.345
S 1.16946 -1.82884 -3.33179 -0.33
P 1.97459 -0.61845 -2.07267 0.35
P 2.92607 0.44869 -0.79653 -0.02
C -0.35850 0.43226 0.73227 -0.42
C -1.53483 0.18751 1.32402 -0.38
H -2.13172 -0.77540 1.33929 0.20
H 0.18971 -0.35324 0.19047 0.20
H -2.19183 1.01300 1.84123 0.19
H -0.04296 1.49445 0.77372 0.21

[2]
34
Properties=species:S:1:pos:R:3:nbo_charge:R:1 method="wB97M-V/def2-TZVPD" smiles="CC(C)=[SiH]c1ccccc1.C/C=C/C" e_tot_ev=-21677.602 fmax_ev_per_a=4.949 e_above_lowest_kcal_mol=95.80 lumo_ev="0.2 / 0.2" homo_lumo_gap_ev="7.528 / 7.529"
Si -0.99626 -1.76496 0.90513 1.05
C -2.36957 -0.65108 0.27056 -0.47
C 3.94781 1.48265 -0.85742 -0.65
C -4.07503 1.36495 -0.55844 -0.21
C 2.88070 2.05395 0.03313 -0.20
C -3.59771 0.40369 -1.44668 -0.21
C -3.66318 1.37436 0.77715 -0.21
C 1.78289 -2.65697 0.71116 -0.67
C 0.54965 -2.18289 -0.02624 -0.47
C 0.59195 -2.15187 -1.55595 -0.65
C 1.90112 1.32756 0.52553 -0.18
C -2.76990 0.29422 1.19841 -0.21
C -2.94968 -0.68366 -0.95615 -0.20
C 0.74209 1.78133 1.24227 -0.65
H -2.78255 -1.58918 -1.58711 0.21
H -2.12372 0.35392 2.11828 0.22
H -3.89611 0.63049 -2.50846 0.22
H 4.97227 1.51648 -0.28763 0.21
H -4.31131 1.94479 1.44764 0.22
H -1.25014 -1.59227 2.44467 -0.14
H 2.69000 -2.47594 0.26038 0.22
H 0.13236 2.56141 0.85428 0.22
H 1.58135 -2.21407 1.73685 0.22
H 1.63304 -3.74273 0.83085 0.22
H 1.03310 1.96664 2.29186 0.22
H 3.97044 2.21164 -1.75134 0.21
H 1.93739 0.16220 0.27727 0.19
H -0.50842 -1.86054 -1.96477 0.22
H -4.46330 2.30451 -1.00766 0.22
H 3.06830 3.15416 0.34060 0.20
H 0.82544 -3.16352 -1.78682 0.21
H 1.46598 -1.60510 -1.90236 0.22
H 3.94310 0.48124 -1.41344 0.22
H 0.10792 0.96462 1.34443 0.21

[3]
104
Properties=species:S:1:pos:R:3:lowdin_charge:R:1 method="wB97M-V/def2-TZVPD" e_tot_ev=-79691.104 fmax_ev_per_a=9.777 e_above_lowest_kcal_mol=237.44 lumo_ev=-0.3 homo_lumo_gap_ev=8.166
O -2.12444 -2.35136 -3.55630 0.04
O 1.06089 0.56840 0.16354 -0.02
O -0.02754 -1.41218 7.51856 0.02
O 1.32517 -1.22390 -3.26294 0.07
O 2.83683 -4.20823 0.09267 0.02
O -3.22380 -0.64368 3.70022 0.04
O 3.12243 2.34386 -3.89101 0.06
O 4.04505 4.14290 1.47273 0.02
O -1.70208 2.58450 -5.82669 0.05
O 5.70229 -1.32001 1.95887 0.04
O -0.32388 1.56657 3.18311 0.02
O -0.01794 4.14804 -1.69133 -0.01
O -3.32379 -1.75174 0.27864 0.01
N 2.13727 3.55386 0.60267 0.16
N -0.57920 -0.27502 -0.99335 0.22
N -0.33124 2.22736 -4.17960 0.18
N -2.26743 -3.65072 -1.67834 0.17
N -2.20046 4.82084 -1.58080 0.16
N -5.48179 -1.91577 -0.25464 0.19
N 3.63157 -0.52331 1.65026 0.18
N 3.68477 0.71181 -2.65371 0.16
N -0.84382 -0.16168 1.09157 0.21
N -0.21155 -1.02892 5.29230 0.18
N -2.73756 -2.66186 3.40283 0.20
N -1.71076 2.93338 -0.75678 0.19
N 3.54272 -2.69778 -1.42291 0.17
N 0.13704 1.25682 -5.97304 0.16
N 0.34861 0.53147 6.47253 0.15
N -1.55360 2.73206 4.59173 0.18
N -3.11404 -1.97714 5.47832 0.19
N 2.18542 -2.53099 -4.79806 0.18
N 1.46147 -2.87346 -1.05837 0.18
N 5.10469 -0.14504 0.13231 0.15
N -4.82719 -0.57422 1.31486 0.20
N 0.24103 -1.89951 -5.08965 0.17
N 2.00094 1.63882 -1.99750 0.17
N -1.88554 3.18238 2.56590 0.17
N 2.39650 3.34334 2.74695 0.18
N -1.24116 -4.40225 -3.26490 0.15
C 1.25842 -1.83202 -4.24329 -0.81
C -1.93004 -3.33568 -2.87060 -0.76
C 2.63692 -3.27438 -0.66757 -0.76
C 2.94376 1.70111 -2.90037 -0.82
C -1.22966 3.90842 -1.40998 -0.70
C -4.46330 -1.43390 0.42541 -0.77
C -1.17893 2.38008 3.40237 -0.71
C -3.04611 -1.70048 4.19179 -0.84
C 0.00108 -0.70168 6.50455 -0.80
C -0.02642 -0.01610 0.11845 -0.78
C 4.85923 -0.77867 1.28779 -0.78
C -0.74781 2.03965 -5.35689 -0.81
C 2.88832 3.79908 1.65047 -0.79
H 1.53048 -2.18228 -1.79159 0.04
H 2.01619 -3.12019 -5.60074 0.12
H -5.81613 -0.56884 1.51994 0.12
H -0.51870 3.18178 -3.90748 0.11
H -0.07092 1.07305 -6.94417 0.11
H -0.70484 -1.90762 5.22409 0.10
H 2.87786 3.44990 3.62845 0.12
H -4.10936 -0.35486 1.99066 0.08
H 6.07620 -0.20894 -0.13635 0.12
H 0.52794 1.01520 7.34083 0.13
H -2.94392 -2.91620 5.80897 0.12
H -2.70401 2.89394 -0.57790 0.12
H -1.28636 2.10710 -0.36022 0.10
H -0.51014 -1.51784 -4.53271 0.09
H -0.54429 0.32809 1.92254 0.06
H -3.30724 -1.17163 6.05618 0.13
H 0.80862 0.89318 5.64933 0.11
H -1.58292 3.17351 1.60235 0.08
H -2.28831 3.42253 4.65136 0.12
H 0.57958 -3.16420 -0.66108 0.11
H 2.24865 4.16684 -0.19228 0.11
H -1.47150 -0.74751 -0.96807 0.10
H -2.47020 -3.54715 3.80888 0.12
H -1.12902 -5.10407 -2.54727 0.11
H -1.85610 -4.46874 -1.25203 0.11
H -6.37860 -1.83104 0.20214 0.12
H -2.55378 3.89102 2.83310 0.11
H 1.51931 2.75578 0.63876 0.06
H -2.54834 -2.46619 2.43021 0.10
H 3.29309 -2.07881 -2.18097 0.06
H 1.34346 2.40496 -1.96843 0.07
H 0.53549 1.85299 -3.82081 0.07
H 3.13109 -2.60639 -4.45147 0.12
H -2.64948 -3.02120 -0.98707 0.06
H 0.01744 -0.27913 -1.80828 0.09
H 4.42813 -3.16417 -1.55943 0.12
H 4.46793 0.35714 -3.18378 0.13
H -5.21813 -2.57825 -0.96999 0.12
H -2.06391 5.46703 -2.34493 0.12
H 1.46273 2.96866 2.83525 0.07
H 4.40900 0.57846 0.01972 0.09
H 2.85671 -0.15987 1.11397 0.07
H 3.46773 -0.87321 2.58344 0.12
H -3.15739 4.63344 -1.31759 0.10
H 0.23278 -2.54138 -5.86941 0.12
H -1.17514 2.25980 5.40033 0.10
H 2.20965 1.15655 -1.13497 0.06
H -1.75816 -0.58807 1.04383 0.07
H 1.03777 1.00240 -5.59351 0.10
H -0.94623 -4.41483 -4.23079 0.11
H 3.60238 0.16425 -1.80902 0.06
H -0.11886 -0.42850 4.48545 0.10

[4]
26
Properties=species:S:1:pos:R:3:nbo_charge:R:1 method="wB97M-V/def2-TZVPD" e_tot_ev=-38465.562 fmax_ev_per_a=5.032 e_above_lowest_kcal_mol=64.44 lumo_ev=0.5 homo_lumo_gap_ev=9.274
Cl 2.15152 2.12358 -1.15708 0.13
S 2.14893 -0.22035 0.28808 2.16
O 3.35026 0.39056 0.85886 -0.92
O 1.08129 -0.40853 1.50439 -0.89
N 1.58194 0.52546 -0.95732 -0.96
C -1.49181 -0.05706 0.91355 -0.21
C 2.50002 -1.87837 -0.23827 -0.90
C -1.46445 1.14612 1.70092 -0.28
C -1.22421 1.34060 -0.93888 -0.17
C -1.55660 -1.02061 -1.38025 -0.21
C -1.33410 2.36914 1.21081 -0.23
C -1.37980 -2.32620 -1.11446 -0.38
C -1.40655 0.07014 -0.45717 -0.03
C -1.16092 2.53567 -0.14245 -0.21
H -1.08447 1.48106 -2.02889 0.22
H -1.42157 -3.14814 -1.82299 0.21
H -1.61992 1.01991 2.78672 0.22
H 3.59138 -1.87305 0.24513 0.28
H -1.66486 -0.86950 -2.45025 0.21
H -0.70405 3.46670 -0.59435 0.23
H 2.54214 -2.02936 -1.39867 0.29
H 1.96089 -2.78387 0.12853 0.27
H -1.19218 -2.55438 -0.06465 0.18
H -1.67964 -0.97179 1.46543 0.22
H -1.11966 3.28186 1.91311 0.22
H 0.59644 0.39039 1.73013 0.53

[5]
11
Properties=species:S:1:pos:R:3:nbo_charge:R:1 method="wB97M-V/def2-TZVPD" e_tot_ev=-25886.471 fmax_ev_per_a=6.855 e_above_lowest_kcal_mol=51.33 lumo_ev=-0.3 homo_lumo_gap_ev=7.479
S 1.03028 0.90253 2.46974 -0.35
S 1.36018 -0.50855 0.68726 -0.03
O 0.58962 -1.15616 -1.03610 -0.55
C -0.56268 -0.73816 -1.41101 0.47
C -1.28107 0.32827 -0.62133 -0.75
H 2.21652 0.36921 0.17859 0.13
H -1.39393 0.03002 0.42738 0.28
H -0.64701 1.22332 -0.61727 0.26
H -2.26875 0.57046 -1.04693 0.23
H 2.03999 0.31678 3.16562 0.14
H -1.08315 -1.33772 -2.19594 0.16

[6]
13
Properties=species:S:1:pos:R:3:nbo_charge:R:1 method="wB97M-V/def2-TZVPD" e_tot_ev=-43979.563 fmax_ev_per_a=3.573 e_above_lowest_kcal_mol=72.76 lumo_ev="-2.2 / -2.2" homo_lumo_gap_ev="6.589 / 6.556"
S -0.76404 -1.21396 -1.80686 -0.28
S -3.34732 1.80814 -0.09162 -0.18
S -1.74878 -1.38185 1.36265 -0.30
P -0.87521 -0.11364 -0.10279 0.62
C 1.88837 0.77420 -0.30804 -0.62
C 0.94602 -0.17644 0.46360 -0.70
H -2.79889 -0.60858 1.57534 0.17
H 0.92902 0.16356 1.51188 0.24
H 2.88745 0.96996 0.32020 0.22
H -2.13282 -1.31998 -1.69954 0.17
H 1.33957 -1.19075 0.44848 0.23
H 2.19188 0.51004 -1.27028 0.21
H 1.48476 1.77930 -0.40301 0.22